Computed, not measured: a cluster of 3 separate species, C6H8Br6O2 in total at a distorted geometry, with the ωB97M-V functional and the def2-TZVPD basis.

Structure (ORCA input):
```
! wB97M-V def2-TZVPD RIJCOSX def2/J DEFGRID3
* xyz -1 2
O 0.14 0.03 5.96
C 0.07 0.32 4.75
O 0.84 -0.33 3.86
C 0.67 0.10 2.52
C -0.10 1.37 2.57
C -0.75 1.37 3.98
H 0.01 -0.60 2.02
H 1.60 0.25 1.97
H -0.88 1.54 1.83
H 0.66 2.13 2.40
H -1.81 1.15 3.85
H -0.58 2.31 4.51
C 1.27 -0.05 -6.25
Br 2.31 1.61 -6.26
Br 0.96 -0.79 -4.44
Br 2.27 -1.45 -7.39
H 0.26 0.21 -6.58
C -1.24 -1.84 -1.90
Br -2.30 -0.24 -2.50
Br -1.77 -3.41 -2.94
Br -1.46 -2.02 0.09
H -0.18 -1.65 -2.06
*
```

* HOMO level (alpha / beta): -1.29 / -6.26 eV
* HOMO-LUMO gap (alpha / beta): 3.02 / 8.41 eV
* electronic energy: -430701.1735 eV